[1]
Formula: C4H7ClOS
Source: OMol25
Level of theory: ωB97M-V/def2-TZVPD

Properties
SMILES	C=[S@@](=O)(Cl)C1CC1
charge	0
HOMO (alpha / beta)	-0.3094 / -0.3094	hartree
orbital gap (alpha / beta)	8.10 / 8.10	eV
strongest force on any atom	4.4	eV/A

Element x y z (Å)
C (1.0190, 2.0908, 0.6534)
S (1.0346, 0.4267, 0.1101)
O (0.9781, 0.6198, -1.3247)
Cl (2.7216, -0.8198, 0.3950)
C (-0.4325, -0.5320, 0.5456)
C (-1.4300, -0.2382, -0.5189)
C (-0.8842, -1.6096, -0.4085)
H (1.5018, 2.7495, -0.1033)
H (1.3290, 2.3043, 1.6389)
H (-0.6173, -0.8593, 1.5841)
H (-1.2228, 0.3225, -1.4148)
H (-2.3839, -0.0173, -0.1735)
H (-1.3354, -2.3384, 0.2282)
H (-0.2779, -2.0988, -1.2118)

So, what does the Löwdin scheme give us? The charges, in e, come out as:
1. C -0.205
2. S 0.493
3. O -0.460
4. Cl 0.229
5. C -0.375
6. C -0.142
7. C -0.121
8. H 0.030
9. H -0.028
10. H 0.142
11. H 0.114
12. H 0.090
13. H 0.096
14. H 0.136


[2]
Formula: C11H8FNOS
Source: OMol25
Level of theory: ωB97M-V/def2-TZVPD

Properties
charge	0
HOMO	-0.3570	hartree
orbital gap	7.58	eV
strongest force on any atom	4.2	eV/A

Element x y z (Å)
C (-2.6310, 0.0182, 0.0448)
C (-2.1544, -0.8152, -0.9272)
C (-1.7361, 0.4700, 1.0767)
C (-0.7991, -1.1864, -0.9093)
C (-0.3955, 0.2356, 0.9896)
C (2.2462, 1.6840, -0.1994)
C (4.4108, 1.6861, 0.0050)
C (0.0796, -0.6218, -0.0364)
C (2.4142, 0.2565, 0.0228)
C (2.0605, -2.1969, -0.2448)
C (1.5105, -0.8242, -0.0195)
N (3.3846, 2.4055, -0.1864)
O (3.1839, -2.3919, -0.6330)
F (1.7007, -1.8163, 1.9070)
S (4.1231, -0.0193, -0.0158)
H (-3.7167, 0.1682, -0.0773)
H (-2.9094, -1.2495, -1.6146)
H (-2.2490, 1.0431, 1.8180)
H (-0.5070, -1.8218, -1.6139)
H (0.1983, 0.6516, 1.7211)
H (1.2583, 2.2057, -0.3663)
H (5.4520, 2.1273, 0.1063)
H (1.2076, -2.8852, -0.1526)

So, what does the Löwdin scheme give us? The charges, in e, come out as:
1. C -0.063
2. C -0.071
3. C -0.038
4. C -0.005
5. C -0.015
6. C -0.097
7. C -0.434
8. C -0.185
9. C -0.401
10. C -0.265
11. C -0.118
12. N -0.023
13. O 0.006
14. F -0.341
15. S 1.141
16. H 0.114
17. H 0.121
18. H 0.099
19. H 0.078
20. H 0.103
21. H 0.144
22. H 0.110
23. H 0.140


[3]
Formula: C22H26ClN3O5S
Source: OMol25
Level of theory: ωB97M-V/def2-TZVPD

Properties
SMILES	COc1ccc(S(=O)(=O)N2CCC(C(=O)NCCC(=O)Nc3cccc(Cl)c3)CC2)cc1
charge	0
HOMO	-0.3226	hartree
orbital gap	9.30	eV
strongest force on any atom	1.2	eV/A

Element x y z (Å)
C (1.5843, -5.9559, 2.5827)
O (0.3956, -5.7528, 1.8508)
C (0.3162, -4.6944, 1.0163)
C (-0.9131, -4.5223, 0.3673)
C (-1.1069, -3.4663, -0.4955)
C (-0.0781, -2.5644, -0.7100)
S (-0.2928, -1.2076, -1.8474)
O (-0.0030, -1.6462, -3.1772)
O (0.4967, -0.0916, -1.3566)
N (-1.9490, -0.9207, -1.7627)
C (-2.4781, -0.2883, -2.9579)
C (-2.0160, 1.1601, -3.0416)
C (-2.4185, 1.9598, -1.7872)
C (-1.7362, 3.3187, -1.9935)
O (-1.9563, 3.9798, -2.9867)
N (-0.8300, 3.6945, -1.0628)
C (0.2410, 4.6158, -1.3578)
C (1.5879, 3.8675, -1.3854)
C (1.9422, 3.4695, 0.0380)
O (2.3884, 4.2729, 0.8271)
N (1.6306, 2.1756, 0.3509)
C (1.6665, 1.5781, 1.6134)
C (2.2315, 2.1814, 2.7352)
C (2.1911, 1.5340, 3.9566)
C (1.5923, 0.2933, 4.0953)
C (1.0356, -0.2977, 2.9736)
Cl (0.2572, -1.8417, 3.1105)
C (1.0702, 0.3226, 1.7408)
C (-2.0102, 1.2174, -0.5126)
C (-2.4050, -0.2625, -0.5569)
C (1.1463, -2.7328, -0.0944)
C (1.3517, -3.7943, 0.7693)
H (2.4334, -6.1527, 1.9215)
H (1.8081, -5.0982, 3.2235)
H (1.3998, -6.8317, 3.2022)
H (-1.6974, -5.2351, 0.5652)
H (-2.0478, -3.3229, -1.0015)
H (-3.5690, -0.3586, -2.9204)
H (-2.1068, -0.8580, -3.8099)
H (-0.9266, 1.1571, -3.1313)
H (-2.4282, 1.6496, -3.9238)
H (-3.5035, 2.1086, -1.8030)
H (-0.7233, 3.1586, -0.2180)
H (0.0230, 5.0545, -2.3337)
H (0.2815, 5.4082, -0.6046)
H (2.3567, 4.5480, -1.7508)
H (1.5207, 3.0024, -2.0453)
H (1.3194, 1.5552, -0.3925)
H (2.6913, 3.1506, 2.6456)
H (2.6332, 2.0075, 4.8197)
H (1.5553, -0.2052, 5.0502)
H (0.6466, -0.1588, 0.8742)
H (-0.9266, 1.2325, -0.4149)
H (-2.4604, 1.6821, 0.3674)
H (-3.4927, -0.3784, -0.5129)
H (-1.9666, -0.7895, 0.2947)
H (1.9357, -2.0239, -0.2899)
H (2.3117, -3.9032, 1.2467)

So, what does the Löwdin scheme give us? The charges, in e, come out as:
1. C -0.074
2. O -0.072
3. C -0.288
4. C 0.019
5. C -0.051
6. C -0.285
7. S 0.708
8. O -0.258
9. O -0.325
10. N -0.239
11. C -0.184
12. C -0.124
13. C -0.197
14. C -0.464
15. O 0.067
16. N 0.079
17. C -0.149
18. C -0.068
19. C -0.470
20. O 0.074
21. N 0.140
22. C -0.200
23. C -0.007
24. C -0.069
25. C -0.116
26. C -0.642
27. Cl 0.729
28. C -0.048
29. C -0.143
30. C -0.176
31. C -0.075
32. C -0.045
33. H 0.098
34. H 0.094
35. H 0.096
36. H 0.124
37. H 0.117
38. H 0.135
39. H 0.116
40. H 0.118
41. H 0.126
42. H 0.157
43. H 0.114
44. H 0.123
45. H 0.128
46. H 0.124
47. H 0.119
48. H 0.101
49. H 0.099
50. H 0.108
51. H 0.100
52. H 0.071
53. H 0.067
54. H 0.132
55. H 0.134
56. H 0.118
57. H 0.123
58. H 0.111


[4]
Formula: C8H15O5P
Source: OMol25
Level of theory: ωB97M-V/def2-TZVPD

Properties
SMILES	C/C=C/C=C(\OC)OP(=O)(OC)OC
charge	0
HOMO	-0.2902	hartree
orbital gap	8.66	eV
strongest force on any atom	6.1	eV/A

Element x y z (Å)
C (-4.5150, 0.8758, 0.3363)
C (-3.0201, 0.6818, 0.5826)
C (-2.1549, -0.0731, -0.1061)
C (-0.8548, -0.4577, 0.4487)
C (-0.0022, -1.3062, -0.1598)
O (-0.5213, -2.1085, -1.1539)
C (0.4295, -2.9323, -1.6324)
O (1.2761, -1.2255, 0.4299)
P (2.2367, -0.2007, -0.2627)
O (2.9336, -0.8996, -1.3547)
O (1.5401, 1.0827, -0.9794)
C (1.2490, 2.3902, -0.7137)
O (2.7754, 0.5411, 1.0997)
C (4.0945, 0.3427, 1.5846)
H (-5.0165, 1.0840, 1.2563)
H (-4.8266, 1.7391, -0.1841)
H (-4.9513, -0.0179, -0.0462)
H (-2.7136, 1.0147, 1.5769)
H (-2.2963, -0.5232, -1.1645)
H (-0.4507, -0.0182, 1.3067)
H (0.6317, -3.8092, -1.0246)
H (1.3976, -2.2392, -1.8556)
H (-0.0198, -3.3627, -2.6796)
H (0.1249, 2.6649, -0.7838)
H (1.6858, 3.0175, -1.5122)
H (1.6189, 2.6885, 0.2762)
H (3.9991, 0.0021, 2.5749)
H (4.7732, 1.1780, 1.5611)
H (4.4353, -0.4690, 0.9389)

So, what does the Löwdin scheme give us? The charges, in e, come out as:
1. C -0.095
2. C -0.142
3. C -0.097
4. C -0.042
5. C -0.332
6. O -0.070
7. C -0.132
8. O -0.077
9. P 0.476
10. O -0.224
11. O -0.214
12. C -0.146
13. O -0.223
14. C -0.085
15. H 0.055
16. H 0.051
17. H 0.063
18. H 0.099
19. H 0.148
20. H 0.107
21. H 0.084
22. H 0.119
23. H 0.142
24. H 0.114
25. H 0.091
26. H 0.084
27. H 0.074
28. H 0.088
29. H 0.084


We obtain energy relative to the best compared isomer or geometry (same formula, charge and spin) values of 441.1 94.0 4.6 273.2 kJ/mol for the records listed above, in that order.